The following is a DFT calculation (ωB97M-V/def2-TZVPD) of a molecular structure, C52H112B2N8O30Sr2.

Structure (XYZ):
```
206
Properties=species:S:1:pos:R:3:forces:R:3
Sr 33.780024 -16.399527 14.266711 1.875 -0.701 -0.124
Sr 43.865507 -19.558485 11.594344 -1.344 0.396 0.706
O 39.947237 -23.154528 12.509823 -0.056 0.150 -0.412
C 39.664083 -22.051519 12.866307 0.597 -0.413 1.026
O 38.532636 -21.637215 13.388426 -0.925 0.403 -0.160
B 38.635725 -20.235221 13.819824 0.292 -0.333 0.222
O 40.025959 -19.843344 13.494207 -0.474 0.042 0.246
C 40.648747 -20.878378 13.023190 0.433 0.270 -0.824
O 41.809145 -20.901114 12.689821 0.369 -0.006 -0.029
O 38.396355 -20.113647 15.273681 -0.013 -0.323 0.029
C 37.393597 -19.298406 15.488661 0.460 0.629 -0.099
O 36.900683 -18.968326 16.528265 -0.015 -0.337 -0.041
C 36.991477 -18.718604 14.126988 -1.146 0.149 0.519
O 37.645538 -19.332093 13.188036 0.403 -0.142 -0.398
O 36.127054 -17.884131 14.013710 0.099 0.149 -0.713
O 42.396909 -15.053997 12.081471 0.219 0.423 -0.244
C 41.493685 -15.437493 12.768036 -0.001 -0.127 0.010
O 40.491991 -14.765806 13.272933 0.001 0.355 0.186
B 39.621510 -15.669919 14.056018 0.174 0.682 0.320
O 40.192252 -17.005145 13.801192 -0.676 -0.489 0.568
C 41.307101 -16.906109 13.142147 0.080 -0.007 -0.510
O 42.052471 -17.783019 12.792270 0.037 -0.356 0.068
O 38.213886 -15.508021 13.630716 0.381 -0.243 -0.480
C 37.483985 -15.202440 14.661172 -0.850 -0.544 0.134
O 36.278473 -15.148083 14.673845 -0.543 0.288 -0.001
C 38.359174 -15.123890 15.906476 0.377 -0.379 -0.078
O 39.591284 -15.366288 15.508479 0.556 -0.108 -0.445
O 37.966178 -15.002317 17.022381 -0.256 0.249 0.367
C 44.584521 -17.680928 14.730672 -0.264 -0.083 -0.010
O 44.356838 -18.943643 14.114996 -0.043 -0.845 0.596
C 45.158170 -19.947312 14.734936 0.219 -0.468 0.133
C 44.702917 -21.347915 14.359646 0.976 0.967 -0.104
N 44.889573 -21.534832 12.900668 -0.939 -0.440 1.031
C 44.166448 -22.751817 12.505923 1.246 -1.240 -1.180
C 44.176494 -22.880078 10.982418 -0.108 -0.218 0.644
O 43.481858 -21.760506 10.426212 -0.375 -0.636 -0.311
C 42.971344 -22.094401 9.125181 0.974 0.933 -0.188
H 44.304571 -17.726744 15.787456 0.158 -0.025 -0.011
H 43.921829 -16.974323 14.234636 0.248 0.107 -0.048
H 45.640163 -17.418877 14.606453 -0.114 0.248 0.127
H 45.181777 -19.907933 15.828566 -0.389 0.514 0.022
H 46.200428 -19.814028 14.421704 0.091 0.045 -0.072
H 43.677425 -21.508268 14.683583 -0.069 -0.107 -0.277
H 45.383836 -22.038621 14.869036 -0.363 -0.098 0.323
H 45.887633 -21.705457 12.813292 -0.063 -0.104 -0.384
H 43.156716 -22.861463 12.890133 -0.105 0.824 -0.071
H 44.667363 -23.648231 12.898923 0.169 0.054 -0.029
H 43.718462 -23.843069 10.740466 -0.380 0.220 -0.225
H 45.173909 -22.920994 10.528639 0.166 0.088 0.309
H 42.305250 -22.952469 9.173284 0.061 -0.032 -0.103
H 43.849008 -22.221902 8.480353 -0.272 -0.668 -0.134
H 42.492807 -21.205029 8.725464 -0.323 -0.136 0.193
C 37.107211 -22.873861 16.939400 -0.078 -0.277 0.507
O 37.564307 -24.041877 17.585144 -0.074 0.305 0.475
C 38.454258 -24.866674 16.872444 0.386 0.279 0.367
C 39.031698 -25.874635 17.857906 0.105 -1.235 -0.640
N 38.149710 -27.001801 18.135164 -0.734 0.111 0.158
C 38.629754 -27.918080 19.177429 -0.062 -0.192 -1.477
C 39.806509 -28.737759 18.637271 0.145 0.076 1.407
O 39.976449 -29.842019 19.508555 -0.031 -0.050 0.358
C 41.215198 -30.500444 19.307039 -0.801 -0.132 -0.002
H 36.266129 -23.145373 16.295062 0.108 0.329 -0.376
H 37.900420 -22.318283 16.432548 0.038 -0.297 -0.341
H 36.755761 -22.201739 17.724884 -0.188 -0.085 0.023
H 39.285195 -24.265512 16.474681 0.004 0.097 0.034
H 37.963392 -25.325232 16.006386 -0.020 -0.300 0.161
H 39.398787 -25.419361 18.787446 -0.049 0.449 -0.133
H 39.881780 -26.356997 17.362456 0.264 0.415 0.030
H 37.225161 -26.688490 18.407749 0.082 0.210 -0.071
H 37.824242 -28.630409 19.349320 -0.043 0.123 0.415
H 38.916817 -27.368987 20.079050 0.021 -0.288 0.242
H 40.690850 -28.094788 18.742034 0.235 -0.163 -0.612
H 39.649885 -29.120587 17.626496 -0.039 0.437 -0.207
H 41.205900 -30.918067 18.293584 0.592 0.255 -0.091
H 41.271399 -31.353878 19.981484 -0.091 0.154 0.169
H 42.027787 -29.805141 19.532425 0.249 -0.165 -0.375
C 35.272848 -13.933482 12.085526 0.139 0.706 0.022
O 34.477527 -15.097543 12.237352 -0.464 -0.328 -0.048
C 33.904488 -15.547795 11.039101 -1.301 -0.471 -1.382
C 32.812756 -16.646359 11.185671 0.087 0.616 0.358
N 33.190621 -17.733359 12.129019 -0.659 -0.176 -0.954
C 34.081713 -18.732505 11.489113 0.010 0.257 0.541
C 33.526370 -19.513377 10.318024 0.442 0.066 -0.213
O 33.493676 -18.730369 9.140368 -0.215 -0.007 0.217
C 33.173716 -19.514196 8.009304 0.202 -0.638 -0.326
H 36.260042 -14.176370 11.691166 0.044 -0.091 0.183
H 35.326299 -13.453052 13.058769 0.308 -0.230 0.063
H 34.825626 -13.184263 11.423599 -0.290 -0.347 -0.178
H 34.638712 -15.888695 10.301822 0.331 -0.033 0.325
H 33.359946 -14.733929 10.543187 0.214 0.202 0.047
H 32.552635 -16.982484 10.179604 0.531 -0.278 -0.021
H 31.840741 -16.239150 11.489674 0.285 0.311 0.584
H 32.319595 -18.204983 12.372517 0.081 -0.153 -0.140
H 34.349530 -19.452883 12.263737 0.100 0.004 -0.017
H 34.993478 -18.196414 11.223221 0.067 -0.180 -0.147
H 32.536208 -19.926497 10.544054 -0.115 0.032 0.021
H 34.205141 -20.360440 10.165669 -0.036 -0.132 -0.016
H 32.343956 -20.205425 8.188117 -0.274 0.323 0.118
H 34.003451 -20.172266 7.724106 0.203 0.198 0.066
H 32.949728 -18.863118 7.170024 -0.066 0.108 0.093
C 40.619329 -19.773963 9.618854 -0.369 -0.625 1.188
O 41.882094 -19.142074 9.701816 0.624 -0.005 -0.132
C 41.957888 -17.918750 8.983750 -0.373 0.137 -0.373
C 43.335834 -17.303323 9.038224 0.131 -0.426 1.102
N 43.817344 -17.258680 10.463933 0.628 1.075 -1.385
C 45.164719 -16.617587 10.433176 0.370 -0.817 -0.374
C 45.983004 -16.827203 11.703357 -2.342 1.041 -0.239
O 46.070418 -18.235884 11.981010 1.113 1.041 -0.546
C 47.421267 -18.551973 12.288781 0.313 -1.385 0.895
H 40.292112 -20.119865 8.637151 0.306 0.474 -0.310
H 39.846926 -19.172801 10.106616 -0.038 0.261 -0.299
H 40.700587 -20.671713 10.235174 0.083 -0.033 -0.076
H 41.230982 -17.213624 9.403826 -0.101 -0.044 -0.063
H 41.711607 -18.123136 7.936470 -0.173 0.211 0.002
H 43.281333 -16.284366 8.650056 -0.004 -0.040 -0.288
H 44.053277 -17.871979 8.444858 -0.017 -0.030 -0.027
H 43.220910 -16.537285 10.875248 -0.070 -0.407 0.618
H 45.037940 -15.564102 10.178283 0.390 0.120 0.147
H 45.761959 -17.104652 9.654137 -0.265 0.145 -0.301
H 45.393960 -16.318232 12.473858 0.387 -0.275 0.476
H 46.915390 -16.279240 11.588027 0.369 -0.539 0.143
H 48.133722 -18.264592 11.516391 -0.160 0.189 -0.051
H 47.491028 -19.635177 12.437074 -0.113 0.014 -0.409
H 47.725391 -18.182451 13.274329 -0.078 0.569 -0.240
C 32.066932 -13.504011 13.753395 0.018 0.849 -1.060
O 33.100461 -14.117666 14.510210 -0.554 0.250 1.453
C 33.109670 -13.595777 15.864006 -0.239 0.314 1.377
C 33.939624 -14.412314 16.887951 -0.301 -0.104 -1.473
N 33.574305 -15.850860 16.756994 0.723 1.042 0.548
C 34.593172 -16.745252 17.345735 -1.192 -0.672 0.170
C 34.053038 -18.156135 17.103061 0.873 -1.062 0.336
O 34.113232 -18.498458 15.709397 -0.296 0.505 0.107
C 33.757868 -19.841176 15.456442 0.344 -0.517 -0.120
H 31.717229 -14.108432 12.911825 0.463 -0.449 0.160
H 32.494089 -12.602127 13.306590 -0.320 0.167 0.103
H 31.161408 -13.259183 14.309688 0.274 0.001 0.415
H 32.080237 -13.552760 16.232201 -0.131 -0.155 -0.217
H 33.465461 -12.563470 15.915353 0.113 0.008 -0.482
H 33.784620 -14.044800 17.903231 -0.234 0.208 -0.081
H 34.992097 -14.238852 16.659555 0.095 -0.532 0.011
H 32.734294 -16.007739 17.306687 -0.103 0.086 -0.140
H 34.715953 -16.562521 18.417538 -0.116 -0.183 0.068
H 35.589594 -16.584664 16.931782 -0.165 -0.140 -0.440
H 33.020354 -18.396465 17.385080 -0.061 0.829 0.531
H 34.674208 -18.858537 17.667219 0.100 -0.016 -0.134
H 34.139004 -20.092301 14.466154 -0.112 0.035 -0.054
H 32.682391 -20.038271 15.493603 -0.072 0.253 0.049
H 34.240819 -20.522775 16.161738 0.060 0.122 0.091
C 38.584626 -25.886356 10.763831 -0.320 0.414 -0.494
O 37.801136 -26.252491 9.648523 -0.704 -0.009 0.083
C 38.462492 -27.055615 8.685298 0.468 -0.183 1.103
C 37.464225 -27.935496 7.968034 0.799 0.076 -0.428
N 38.233675 -28.820710 7.050015 -0.934 0.688 -0.691
C 37.485058 -30.015252 6.632066 -0.080 -0.134 0.633
C 36.081441 -29.780250 6.076642 0.357 -0.455 0.119
O 35.147123 -29.569556 7.118309 0.150 0.309 -0.297
C 33.867848 -29.330925 6.593833 -0.775 -0.068 0.181
H 39.533642 -25.501146 10.380872 0.331 -0.158 0.496
H 38.674166 -26.688402 11.500195 0.405 -0.233 -0.228
H 38.077376 -25.072173 11.281557 -0.046 0.074 -0.144
H 39.198512 -27.691751 9.191885 0.007 -0.070 -0.087
H 39.020656 -26.396701 8.008539 -0.040 -0.128 -0.251
H 36.834175 -27.246161 7.396416 -0.576 -0.359 0.202
H 36.892152 -28.552597 8.655506 -0.110 0.262 0.113
H 38.243095 -28.250817 6.204504 0.713 -0.189 -0.064
H 37.438489 -30.684751 7.495066 -0.232 -0.012 0.000
H 38.082059 -30.552892 5.894751 0.002 0.150 -0.153
H 35.762562 -30.661867 5.508011 0.062 -0.028 -0.122
H 36.114189 -28.933087 5.378221 -0.158 0.135 0.018
H 33.163491 -29.232580 7.419720 0.157 -0.031 0.123
H 33.509804 -30.160173 5.973447 0.166 -0.082 -0.061
H 33.780352 -28.414273 5.999907 0.365 0.062 -0.047
C 44.888998 -19.242436 19.221871 -0.539 -0.252 -0.154
C 43.618908 -20.097187 19.355505 0.430 0.041 -0.180
C 42.989290 -20.361531 17.989037 -0.996 0.174 -0.129
O 42.624336 -19.154196 17.339962 0.379 0.935 0.309
C 41.696122 -19.311752 16.293714 0.701 -1.373 -0.056
N 43.964814 -21.357576 20.007236 0.279 0.457 -0.182
H 45.415174 -19.108110 20.164157 -0.240 0.043 0.141
H 44.589928 -18.280768 18.806846 0.296 0.080 -0.037
H 45.593167 -19.741752 18.548236 -0.011 0.072 -0.150
H 42.877857 -19.560666 19.949607 -0.005 -0.047 0.093
H 42.075693 -20.950229 18.145581 0.016 -0.078 0.095
H 43.626670 -20.963558 17.325147 0.332 0.005 0.068
H 40.717563 -19.620923 16.674524 -0.113 0.228 -0.072
H 42.097269 -20.134981 15.680714 -0.435 -0.009 -0.339
H 41.650735 -18.443902 15.641662 -0.065 0.260 0.357
H 44.715846 -21.750971 19.448854 -0.105 -0.481 0.275
H 43.187516 -22.002881 20.067954 0.021 -0.024 -0.106
C 39.188670 -18.276745 21.121575 0.491 -0.909 -0.259
C 39.005564 -18.546816 19.623764 0.199 -0.443 0.814
C 38.893619 -20.042823 19.315446 -0.758 0.934 -0.330
O 39.925742 -20.784892 19.888258 0.082 -0.450 0.055
C 39.835646 -22.128746 19.436590 0.306 0.316 -0.271
N 37.742375 -17.933269 19.203053 0.039 0.331 -1.469
H 39.134742 -17.213106 21.337762 -0.102 -0.010 0.130
H 40.128797 -18.694029 21.491296 0.206 0.324 -0.219
H 38.454315 -18.862379 21.678429 -0.399 0.431 -0.043
H 39.872310 -18.211786 19.039718 0.033 0.358 0.164
H 38.871854 -20.116660 18.214707 0.263 -0.305 -0.036
H 37.893839 -20.382608 19.628706 0.127 -0.172 0.306
H 38.810695 -22.494966 19.515313 0.026 -0.175 0.008
H 40.518236 -22.769396 19.991479 -0.065 0.155 0.291
H 40.160954 -22.158625 18.388498 -0.250 -0.180 -0.140
H 37.548823 -18.297193 18.263689 -0.208 -0.203 0.476
H 37.911557 -16.958280 18.945819 0.081 0.060 0.618
```
Positions in Å, forces in eV/Å.

The calculation puts the LUMO energy at -4.1 eV. The value obtained for the highest occupied orbital energy is -11.07 eV. Its HOMO-LUMO gap is 6.93 eV. As for the net charge: +2. The multiplicity is 1.